(1)
This record from the Open Molecules 2025 dataset describes a gas-phase ion, C58H73N4 (charge +1). The level of theory is the ωB97M-V functional and the def2-TZVPD basis.

LUMO energy, eV: -3.19
Frontier orbital gap, eV: 6.653
Net charge: +1
HOMO, eV: -9.8

Last columns: bonded neighbours and bond lengths (Å).
Atoms and positions in Å:
1 N 1.68588 1.26607 1.66903  N2 1.380, N3 1.343
2 N 1.90881 0.19258 0.83166  N1 1.380, C9 1.449, C18 1.446
3 N 0.36648 1.49785 1.56962  N1 1.343, C36 1.388, C43 1.509
4 N -1.10221 -4.15768 -4.34312  C16 1.454, C19 1.400, C34 1.370
5 C 3.48091 2.95817 -1.85533  C44 1.527, H87 1.099, H111 1.099, H121 1.099
6 C -2.53383 -0.36100 1.01589  C21 1.436, C25 1.522, C48 1.390
7 C 1.95319 -5.98841 0.96127  C35 1.391, C51 1.389, H66 1.094
8 C -1.01294 2.49523 -2.13739  C59 1.527, H114 1.100, H120 1.099, H122 1.102
9 C 3.27726 0.00622 0.39421  N2 1.449, C15 1.411, C62 1.409
10 C -4.50986 0.90230 0.36247  C28 1.528, C46 1.400, C48 1.390
11 C -6.48214 -0.08546 -0.88487  C28 1.536, H75 1.097, H84 1.095, H109 1.096
12 C 1.35282 -3.85974 -0.79848  C14 1.391, C22 1.412, C57 1.585
13 C 0.37141 4.01634 1.85324  C27 1.527, C43 1.408, C56 1.406
14 C 0.40601 -4.83935 -0.51725  C12 1.391, C51 1.397, H126 1.075
15 C 4.16877 -0.70557 1.22388  C9 1.411, C17 1.378, C45 1.532
16 C -2.11714 -5.10473 -4.77442  N4 1.454, H89 1.084, H95 1.093, H107 1.088
17 C 5.43979 -0.92129 0.73678  C15 1.378, C60 1.395, H113 1.097
18 C 0.69765 -0.16252 0.12581  N2 1.446, C26 1.485, C36 1.340
19 C -0.99522 -3.62159 -3.05440  N4 1.400, C40 1.428, H97 1.071
20 C 2.09912 -2.62681 -4.81319  C32 1.412, C54 1.419, H73 1.078
21 C -1.71277 0.69510 0.49308  C6 1.436, C36 1.489, C39 1.434
22 C 2.67442 -4.05882 -0.34395  C12 1.412, C35 1.406, H132 1.082
23 C 1.64706 5.38487 0.07943  C27 1.534, H74 1.099, H117 1.099, H123 1.100
24 C 2.87450 4.04265 1.83957  C27 1.524, H103 1.099, H118 1.098, H119 1.098
25 C -1.93345 -1.61813 1.62893  C6 1.522, C29 1.530, C49 1.526, H63 1.101
26 C 0.72558 -1.35368 -0.76049  C18 1.485, C57 1.568, H101 1.191, H129 1.146
27 C 1.61903 4.14512 0.98191  C13 1.527, C23 1.534, C24 1.524, H98 1.098
28 C -6.02856 0.90529 0.19741  C10 1.528, C11 1.536, C61 1.530, H93 1.103
29 C -2.59067 -1.99110 2.95892  C25 1.530, H86 1.096, H94 1.098, H102 1.097
30 C -2.07323 4.31444 -0.73114  C59 1.527, H64 1.098, H78 1.100, H110 1.097
31 C -1.27263 2.72804 3.07522  C38 1.526, C42 1.403, C43 1.410
32 C 2.37263 -2.98286 -6.15201  C20 1.412, C47 1.378, H69 1.097
33 C 2.23499 0.98899 -2.78539  C44 1.524, H80 1.098, H127 1.100, H131 1.098
34 C -0.02028 -3.77416 -5.09033  N4 1.370, C54 1.402, C58 1.415
35 C 2.94650 -5.10158 0.55963  C7 1.391, C22 1.406, H70 1.087
36 C -0.23381 0.63993 0.65899  N3 1.388, C18 1.340, C21 1.489
37 C 3.68814 -0.08585 3.63657  C45 1.534, H68 1.101, H108 1.098, H112 1.099
38 C -1.67878 1.42052 3.74983  C31 1.526, C52 1.529, C53 1.525, H99 1.093
39 C -2.31874 1.87634 -0.04852  C21 1.434, C46 1.394, C59 1.523
40 C 0.21675 -2.87263 -2.95645  C19 1.428, C54 1.475, C57 1.548
41 C 2.53385 -2.10113 2.64325  C45 1.524, H71 1.096, H133 1.095, H134 1.097
42 C -1.93671 3.91547 3.41582  C31 1.403, C50 1.392, H104 1.097
43 C -0.17929 2.76321 2.18522  N3 1.509, C13 1.408, C31 1.410
44 C 2.77916 1.64331 -1.52129  C5 1.527, C33 1.524, C62 1.532, H79 1.098
45 C 3.78031 -1.22406 2.61266  C15 1.532, C37 1.534, C41 1.524, H135 1.101
46 C -3.70942 1.97224 -0.05401  C10 1.400, C39 1.394, H83 1.069
47 C 1.51787 -3.71449 -6.94711  C32 1.378, C58 1.428, H77 1.091
48 C -3.91129 -0.24183 0.87605  C6 1.390, C10 1.390, H105 1.080
49 C -2.00717 -2.78302 0.64560  C25 1.526, H85 1.101, H106 1.097, H128 1.097
50 C -1.42903 5.15798 3.04757  C42 1.392, C56 1.390, H125 1.103
51 C 0.69438 -5.86455 0.38670  C7 1.389, C14 1.397, H124 1.082
52 C -3.15589 1.37241 4.14321  C38 1.529, H67 1.097, H92 1.097, H130 1.097
53 C -0.77276 1.11799 4.93832  C38 1.525, H90 1.097, H96 1.098, H100 1.098
54 C 0.84099 -3.01576 -4.28478  C20 1.419, C34 1.402, C40 1.475
55 C 4.98342 0.43286 -1.21839  C60 1.392, C62 1.381, H115 1.097
56 C -0.24220 5.19066 2.32465  C13 1.406, C50 1.390, H116 1.097
57 C 1.04588 -2.58076 -1.68239  C12 1.585, C26 1.568, C40 1.548, H81 1.107
58 C 0.26102 -4.14857 -6.42515  C34 1.415, C47 1.428, H72 1.053
59 C -1.44971 2.92018 -0.73744  C8 1.527, C30 1.527, C39 1.523, H91 1.099
60 C 5.84386 -0.37641 -0.48164  C17 1.395, C55 1.392, H65 1.091
61 C -6.62793 2.28511 -0.07946  C28 1.530, H76 1.095, H82 1.096, H88 1.095
62 C 3.70530 0.68705 -0.76214  C9 1.409, C44 1.532, C55 1.381
63 H -0.86571 -1.43287 1.82480  C25 1.101
64 H -2.43428 4.56847 0.27383  C30 1.098
65 H 6.84830 -0.57725 -0.85582  C60 1.091
66 H 2.12960 -6.73471 1.74149  C7 1.094
67 H -3.79580 1.63271 3.29066  C52 1.097
68 H 4.65077 0.44463 3.69939  C37 1.101
69 H 3.33281 -2.66247 -6.57409  C32 1.097
70 H 3.92708 -5.16555 1.02331  C35 1.087
71 H 2.34390 -2.45898 3.66155  C41 1.096
72 H -0.38124 -4.74593 -7.00698  C58 1.053
73 H 2.76704 -2.05318 -4.19199  C20 1.078
74 H 0.72799 5.47052 -0.51611  C23 1.099
75 H -6.13173 0.24387 -1.87132  C11 1.097
76 H -7.72069 2.23254 -0.04004  C61 1.095
77 H 1.79111 -3.99169 -7.96685  C47 1.091
78 H -2.91344 4.37858 -1.43832  C30 1.100
79 H 1.93329 1.87388 -0.85944  C44 1.098
80 H 1.71745 0.05243 -2.53900  C33 1.098
81 H 2.03386 -2.34606 -2.12239  C57 1.107
82 H -6.34108 2.63643 -1.07775  C61 1.096
83 H -4.16490 2.85226 -0.45620  C46 1.069
84 H -6.09022 -1.09105 -0.70012  C11 1.095
85 H -3.04544 -2.99794 0.34882  C49 1.101
86 H -2.18777 -2.94565 3.31653  C29 1.096
87 H 3.95166 3.38770 -0.96041  C5 1.099
88 H -6.29690 3.01448 0.66668  C61 1.095
89 H -3.07704 -4.88136 -4.32192  C16 1.084
90 H -0.97999 0.12165 5.34796  C53 1.097
91 H -0.53630 2.98855 -0.13085  C59 1.099
92 H -3.43988 0.36727 4.47832  C52 1.097
93 H -6.44098 0.54202 1.15360  C28 1.103
94 H -3.67790 -2.09076 2.84555  C29 1.098
95 H -1.86015 -6.13537 -4.51706  C16 1.093
96 H 0.28097 1.15662 4.63319  C53 1.098
97 H -1.73431 -3.80606 -2.30133  C19 1.071
98 H 1.59605 3.26188 0.32975  C27 1.098
99 H -1.51205 0.65484 2.98771  C38 1.093
100 H -0.94014 1.87228 5.71876  C53 1.098
101 H 1.51945 -1.75892 0.02914  C26 1.191
102 H -2.39176 -1.23033 3.72335  C29 1.097
103 H 2.84231 4.79409 2.64151  C24 1.099
104 H -2.87382 3.89723 3.98525  C42 1.097
105 H -4.51707 -1.08956 1.16114  C48 1.080
106 H -1.57840 -3.68426 1.10023  C49 1.097
107 H -2.23829 -5.07531 -5.85570  C16 1.088
108 H 3.43244 -0.47960 4.62948  C37 1.098
109 H -7.57601 -0.14758 -0.91842  C11 1.096
110 H -1.33276 5.06812 -1.02477  C30 1.097
111 H 2.74657 3.67569 -2.24729  C5 1.099
112 H 2.92052 0.63460 3.32232  C37 1.099
113 H 6.11764 -1.54742 1.32990  C17 1.097
114 H -0.24490 3.18238 -2.52300  C8 1.100
115 H 5.28628 0.88575 -2.17032  C55 1.097
116 H 0.17693 6.18058 2.10660  C56 1.097
117 H 1.77800 6.30288 0.66956  C23 1.099
118 H 3.78636 4.20262 1.24943  C24 1.098
119 H 2.90461 3.03605 2.27593  C24 1.098
120 H -0.59166 1.48079 -2.12607  C8 1.099
121 H 4.25820 2.80037 -2.61579  C5 1.099
122 H -1.86006 2.50002 -2.84225  C8 1.102
123 H 2.48853 5.32449 -0.62607  C23 1.100
124 H -0.11654 -6.50961 0.69841  C51 1.082
125 H -1.94889 6.08636 3.33771  C50 1.103
126 H -0.54493 -4.80335 -1.01797  C14 1.075
127 H 3.05419 0.76291 -3.48363  C33 1.100
128 H -1.43415 -2.55883 -0.26254  C49 1.097
129 H -0.28766 -1.10967 -1.23728  C26 1.146
130 H -3.34202 2.06854 4.97060  C52 1.097
131 H 1.52866 1.66493 -3.28537  C33 1.098
132 H 3.49130 -3.43899 -0.68909  C22 1.082
133 H 1.66109 -1.52369 2.32247  C41 1.095
134 H 2.64112 -2.97385 1.98721  C41 1.097
135 H 4.62466 -1.86518 2.90966  C45 1.101

These are the Mulliken partial charges, in e, on atoms 1 to 99: number 1, N, carries -0.439; number 2, N, carries 1.868; number 3, N, carries 1.730; number 4, N, carries 0.200; number 5, C, carries -1.824; number 6, C, carries 0.894; number 7, C, carries -0.736; number 8, C, carries -1.226; number 9, C, carries -0.653; number 10, C, carries -0.571; number 11, C, carries -1.369; number 12, C, carries 0.219; number 13, C, carries 1.035; number 14, C, carries -0.378; number 15, C, carries 0.532; number 16, C, carries -1.047; number 17, C, carries -0.904; number 18, C, carries 0.944; number 19, C, carries -0.910; number 20, C, carries -0.222; number 21, C, carries 0.438; number 22, C, carries -0.250; number 23, C, carries -1.682; number 24, C, carries -1.389; number 25, C, carries 2.116; number 26, C, carries -1.494; number 27, C, carries 1.895; number 28, C, carries 0.520; number 29, C, carries -1.296; number 30, C, carries -1.992; number 31, C, carries 0.103; number 32, C, carries -0.880; number 33, C, carries -1.256; number 34, C, carries -0.340; number 35, C, carries -0.518; number 36, C, carries -1.701; number 37, C, carries -1.258; number 38, C, carries 2.816; number 39, C, carries 0.002; number 40, C, carries 0.290; number 41, C, carries -0.449; number 42, C, carries -0.243; number 43, C, carries -1.216; number 44, C, carries 2.403; number 45, C, carries 0.193; number 46, C, carries -0.521; number 47, C, carries -0.615; number 48, C, carries -0.437; number 49, C, carries -1.303; number 50, C, carries -1.416; number 51, C, carries -0.689; number 52, C, carries -1.853; number 53, C, carries -1.611; number 54, C, carries 0.582; number 55, C, carries -0.391; number 56, C, carries -0.494; number 57, C, carries 1.397; number 58, C, carries -0.912; number 59, C, carries 1.750; number 60, C, carries -1.333; number 61, C, carries -1.728; number 62, C, carries 0.055; number 63, H, carries -1.249; number 64, H, carries 0.402; number 65, H, carries 0.402; number 66, H, carries 0.383; number 67, H, carries 0.374; number 68, H, carries 0.344; number 69, H, carries 0.365; number 70, H, carries 0.404; number 71, H, carries 0.645; number 72, H, carries 0.349; number 73, H, carries 0.461; number 74, H, carries 0.101; number 75, H, carries 0.327; number 76, H, carries 0.438; number 77, H, carries 0.389; number 78, H, carries 0.472; number 79, H, carries -1.338; number 80, H, carries 0.101; number 81, H, carries 0.325; number 82, H, carries 0.331; number 83, H, carries 0.528; number 84, H, carries 0.357; number 85, H, carries 0.373; number 86, H, carries 0.499; number 87, H, carries 0.402; number 88, H, carries 0.403; number 89, H, carries 0.346; number 90, H, carries 0.335; number 91, H, carries -0.373; number 92, H, carries 0.313; number 93, H, carries 0.362; number 94, H, carries 0.229; number 95, H, carries 0.335; number 96, H, carries 0.314; number 97, H, carries 0.523; number 98, H, carries -0.852; number 99, H, carries -1.352

---

(2)
This record from the Open Molecules 2025 dataset describes 3 unconnected molecules or ions with the total composition C3H11NO5. The level of theory is the ωB97M-V functional and the def2-TZVPD basis.

LUMO energy, eV: 0.64
Frontier orbital gap, eV: 10.836
SMILES: CC(=O)O.CN(O)O.O
HOMO, eV: -10.2

Last columns: bonded neighbours and bond lengths (Å).
Atoms and positions in Å:
1 O -0.31876 2.31933 0.00377  N6 1.412, H12 0.975
2 O -1.55266 0.66891 0.99397  N6 1.416, H11 0.975
3 O 0.63632 -0.78691 -1.34200  H15 1.058, H18 0.979
4 O 2.76312 -0.68713 -0.16365  C7 1.249
5 O 1.08931 -0.25238 1.29294  C7 1.369, H16 0.971
6 N -1.12643 1.18984 -0.25130  O1 1.412, O2 1.416, C8 1.454
7 C 1.74751 -1.09498 0.43744  O4 1.249, O5 1.369, C9 1.498
8 C -2.32632 1.58031 -0.97362  N6 1.454, H13 1.087, H19 1.087, H20 1.096
9 C 1.42981 -2.53081 0.72525  C7 1.498, H10 1.090, H14 1.090, H17 1.086
10 H 0.36904 -2.70114 0.54039  C9 1.090
11 H -0.80990 0.10633 1.28265  O2 0.975
12 H -0.84341 2.96605 0.50996  O1 0.975
13 H -2.89176 0.67578 -1.18288  C8 1.087
14 H 1.65162 -2.74991 1.77017  C9 1.090
15 H 1.63727 -0.46551 -1.45878  O3 1.058
16 H 1.44135 0.64386 1.16516  O5 0.971
17 H 2.01233 -3.17392 0.07177  C9 1.086
18 H 0.05301 -0.02919 -1.13236  O3 0.979
19 H -2.01703 2.05288 -1.90265  C8 1.087
20 H -2.94444 2.26859 -0.38624  C8 1.096

Which charges does Mulliken predict for the atoms? In e, they are: number 1, O, carries -0.347; number 2, O, carries -0.448; number 3, O, carries -0.775; number 4, O, carries -0.719; number 5, O, carries -0.511; number 6, N, carries -0.114; number 7, C, carries 1.032; number 8, C, carries -0.768; number 9, C, carries -1.148; number 10, H, carries 0.294; number 11, H, carries 0.425; number 12, H, carries 0.336; number 13, H, carries 0.295; number 14, H, carries 0.330; number 15, H, carries 0.349; number 16, H, carries 0.316; number 17, H, carries 0.308; number 18, H, carries 0.519; number 19, H, carries 0.293; number 20, H, carries 0.333

---

Asked for energy above the lowest of the compared OMol25 structures with the same formula, charge and spin across the records above, the calculation gives 55.1; 92.0 kcal/mol in order.